Entry 1:
Density functional theory data (ωB97M-V/def2-TZVPD) for a 2-piece molecular cluster, C16H20O overall at a distorted geometry.

Structure (XYZ):
```
37
Properties=species:S:1:pos:R:3:forces:R:3:lowdin_charge:R:1
C -0.82846 0.54995 -1.39912 -0.8 0.6 0.3 -0.272
C -2.36245 0.53684 -1.73939 1.0 2.1 -0.3 -0.138
C -0.09408 0.00490 -2.62218 -0.1 -0.5 1.0 -0.263
C 0.14612 -1.37329 -2.75232 0.5 0.5 -1.0 -0.078
C 0.38667 0.94936 -3.58024 0.1 0.3 2.2 -0.091
C 0.78806 -1.84653 -3.92634 -0.5 2.9 0.7 -0.046
C 1.10158 0.55884 -4.66360 -1.0 -1.3 1.4 -0.039
C 1.14864 -0.86868 -4.82589 0.2 2.5 0.3 -0.386
O 1.60505 -1.04377 -6.05136 1.5 -1.7 -3.2 0.003
H -0.51919 1.65134 -1.23151 -0.3 -1.8 0.1 0.092
H -0.79459 -0.04681 -0.42413 0.8 0.8 -1.5 0.089
H -2.82938 1.44694 -1.25438 0.0 -1.3 -0.1 0.061
H -0.14975 -2.11313 -2.01562 -0.1 0.4 0.2 0.077
H 0.33273 1.99553 -3.24068 -0.1 -0.4 -0.5 0.096
H 1.08767 -2.82657 -4.11133 0.0 -1.7 -0.2 0.076
H 1.63852 1.27489 -5.29294 -0.4 -0.7 -0.1 0.111
H 2.29122 -1.70916 -6.13807 0.0 -0.4 0.1 0.098
H -2.76238 -0.42862 -1.44282 -0.5 0.2 -0.2 0.048
H -2.41222 0.75904 -2.82784 -0.5 -0.6 0.6 0.066
C -1.15110 0.56927 2.24655 0.5 0.2 0.1 -0.289
C -1.98454 1.86169 2.22268 -2.5 0.6 1.9 -0.180
C -0.39457 0.39568 3.56043 -0.5 -1.5 0.6 -0.268
C 0.86274 0.97631 3.88554 -1.8 1.2 -2.6 -0.105
C -0.87288 -0.63756 4.38890 1.0 -1.4 1.8 -0.094
C 1.63999 0.51609 4.91996 -1.4 0.5 -1.0 -0.145
C -0.09962 -1.14793 5.49250 1.2 0.7 -1.1 -0.093
C 1.16844 -0.54312 5.67518 0.1 -0.8 0.3 -0.155
H -1.81740 -0.35008 2.14085 1.0 1.1 -0.3 0.095
H -0.36959 0.68070 1.43291 -1.0 -0.6 0.7 0.087
H -1.67592 2.56671 1.41324 -0.1 -0.2 1.0 0.039
H 1.08972 1.80966 3.13381 0.5 -1.2 1.5 0.104
H -1.77150 -1.24414 4.21364 0.1 0.7 -0.5 0.083
H 2.57627 1.00679 4.99614 1.0 -0.1 0.6 0.080
H -0.27551 -2.11310 6.05328 -0.3 1.4 -0.8 0.099
H 1.94168 -0.98916 6.27841 -0.3 -0.3 0.8 0.077
H -2.01841 2.28437 3.33482 0.5 -0.2 -2.5 0.098
H -3.12954 1.68405 2.09715 1.9 0.0 -0.3 0.063
```
Forces are in eV/Å.

Values from the calculation:
Energy above the lowest of the compared OMol25 structures with the same formula, charge and spin = 65.5 kJ/mol
Calculated total energy = -696.781009 hartree
HOMO level (alpha / beta) = 1.099 / -5.412 eV
Expectation value of S² = 0.751
Spin multiplicity = 2
Orbital gap (alpha / beta) = 1.81 / 8.58 eV
Charge = -1


Entry 2:
Density functional theory data (ωB97M-V/def2-TZVPD) for a 2-piece molecular cluster, C4H6O2 overall at a distorted geometry.

Structure (XYZ):
```
12
Properties=species:S:1:pos:R:3:forces:R:3:lowdin_charge:R:1
C 1.11123 -0.54158 0.61622 0.3 0.8 -0.9 0.092
C -0.18406 0.74748 -0.34620 0.8 -1.0 0.7 -0.088
C -0.30531 -0.25371 -1.42611 0.1 -0.3 -0.2 -0.341
O 0.22600 -0.15029 -2.50923 -0.4 0.0 0.4 0.039
C -1.11049 0.64111 0.78406 -0.3 -0.5 0.5 -0.284
O -0.97252 -0.25952 1.58300 -1.4 0.4 0.6 0.002
H 1.52615 0.07913 1.40815 0.0 0.1 -0.4 0.060
H 0.79648 -1.51109 1.06856 -0.5 1.1 -0.9 0.077
H 1.73034 -0.71235 -0.24058 0.8 0.1 -0.1 0.036
H -0.06918 1.77654 -0.78349 0.8 -0.9 0.8 0.146
H -0.82182 -1.17514 -1.10161 -0.1 -0.1 -0.2 0.135
H -1.92681 1.35944 0.94723 0.0 0.2 -0.3 0.126
```
Forces are in eV/Å.

Values from the calculation:
Energy above the lowest of the compared OMol25 structures with the same formula, charge and spin = 364.1 kJ/mol
Calculated total energy = -306.367632 hartree
HOMO level = -9.789 eV
Spin multiplicity = 1
Orbital gap = 9.66 eV
Charge = 0


Entry 3:
Density functional theory data (ωB97M-V/def2-TZVPD) for a 2-piece molecular cluster, C18H27BrClN2O2S overall at a distorted geometry.

Structure (XYZ):
```
52
Properties=species:S:1:pos:R:3:forces:R:3:lowdin_charge:R:1
C -3.03545 -4.60572 -1.63097 1.1 -0.7 -1.1 -0.173
C -1.89038 -4.12436 -0.60866 -0.1 0.4 0.6 -0.238
C -1.35763 -2.63108 -0.85553 1.2 2.5 -2.0 -0.115
C -1.35814 -1.58157 0.35728 1.4 2.9 -2.4 -0.074
C -1.82513 -1.93574 1.84658 0.5 0.8 0.1 -0.171
C -3.24260 -1.31311 2.27488 -0.7 -0.9 0.2 -0.257
C -4.46323 -1.67036 1.29689 -0.4 1.5 1.1 -0.531
Cl -4.85942 -3.47661 1.39386 0.3 1.2 -0.3 0.484
C -0.84695 -0.11910 0.12719 -0.8 -2.4 -1.4 -0.048
C -0.75552 1.01299 1.25093 0.7 -0.4 -0.1 -0.152
C 0.61052 0.80268 2.07773 1.0 0.8 -0.2 -0.182
C 1.93141 0.71513 1.12255 0.2 -0.3 1.2 -0.172
C 2.35440 -0.79627 0.76766 0.0 0.6 -0.5 -0.234
O 3.05681 -0.81657 -0.52962 -1.1 0.0 0.6 -0.131
C -0.33074 0.29434 -1.32351 0.7 0.3 -2.2 -0.205
N 0.19612 1.56619 -1.75833 -1.0 -3.3 -0.3 -0.240
S 0.67666 1.50908 -3.41862 -2.2 -3.7 3.6 0.927
N 0.24298 -0.13894 -3.75180 -1.2 -0.1 3.9 -0.290
C -0.30084 -0.70368 -2.54989 0.3 0.7 0.7 -0.319
C -0.82993 -2.17433 -2.26356 -0.4 1.0 2.9 -0.454
Br -0.73106 -3.41728 -3.83567 -0.1 1.2 1.7 0.621
H -2.49151 -5.17306 -2.48518 -1.1 0.9 1.4 0.030
H -3.73748 -5.37032 -1.14867 0.9 1.4 -0.5 0.065
H -3.59421 -3.74555 -2.15357 0.8 -1.3 1.2 0.084
H -0.97418 -4.83565 -0.59375 -1.5 1.1 -0.3 0.124
H -2.34561 -4.21536 0.45383 0.9 0.5 -1.8 0.055
H -1.82442 -3.05186 2.09755 0.0 1.6 -0.7 0.102
H -1.03565 -1.45737 2.55038 -1.3 -0.8 -1.2 0.107
H -3.24847 -0.18096 2.43181 0.2 -1.6 -0.5 0.099
H -3.51007 -1.77592 3.30586 0.4 0.8 -1.7 0.114
H -5.39460 -1.13255 1.73132 1.5 -1.1 -0.8 0.080
H -4.34474 -1.28882 0.22534 0.1 -1.1 1.4 0.090
H -0.71961 2.05120 0.75073 0.1 -1.7 0.6 0.127
H -1.62977 1.03723 1.98667 1.1 -0.3 -1.2 0.089
H 0.77199 1.73149 2.75432 -0.5 -1.5 -1.1 0.120
H 0.61359 -0.11491 2.77112 -0.3 1.2 -1.1 0.094
H 1.85282 1.37064 0.18888 0.0 -0.8 1.4 0.082
H 2.78330 1.16728 1.76106 -1.3 -0.6 -1.3 0.119
H 1.45843 -1.50609 0.64587 1.2 1.0 0.6 0.101
H 3.11514 -1.17824 1.54315 -1.3 0.4 -1.2 0.121
H 2.36780 -0.59411 -1.19737 0.8 -0.1 0.7 0.060
C 3.96483 3.71628 -1.34456 0.3 0.4 -0.9 -0.117
C 2.87440 4.53872 -0.62980 1.5 -0.5 1.4 -0.740
C 3.49677 5.84535 -0.09939 0.3 0.7 -0.7 -0.129
O 2.43858 3.83044 0.41675 -1.3 -0.6 0.3 -0.319
H 4.79501 3.45725 -0.67746 -0.3 0.1 0.2 0.063
H 3.55774 2.78441 -1.75365 -0.1 0.1 0.2 0.041
H 4.38700 4.28528 -2.18559 0.1 0.0 -0.2 0.046
H 2.15853 4.84334 -1.41972 -0.6 0.0 -0.2 0.093
H 4.31073 5.66010 0.61086 -0.2 -0.3 0.0 0.058
H 2.74788 6.46909 0.40114 0.0 -0.2 0.0 0.051
H 3.91389 6.43696 -0.92730 0.1 0.2 0.0 0.044
```
Forces are in eV/Å.

Values from the calculation:
Calculated total energy = -4394.203675 hartree
HOMO level = -2.574 eV
Spin multiplicity = 1
Orbital gap = 3.44 eV
Charge = -1


Entry 4:
Density functional theory data (ωB97M-V/def2-TZVPD) for a 13-piece molecular cluster, C17H60O13 overall at a distorted geometry.

Structure (XYZ):
```
90
Properties=species:S:1:pos:R:3:forces:R:3:lowdin_charge:R:1
C -2.73483 -0.06184 2.31797 0.5 0.5 -0.6 -0.057
C -3.54201 -1.32366 2.48545 -1.3 -0.5 -1.2 -0.348
O -4.68922 -1.18427 3.28851 -0.9 0.8 1.1 -0.070
H -1.73764 -0.29279 1.84053 -1.0 0.3 0.7 0.067
H -2.57936 0.48106 3.26184 0.1 -0.3 -0.3 0.075
H -3.26166 0.62567 1.60911 0.4 -0.5 0.7 0.088
H -3.07525 -2.22268 2.83754 1.3 -0.2 0.4 0.097
H -3.94743 -1.59845 1.51458 0.4 0.0 -0.6 0.097
H -5.45381 -1.64801 2.92329 0.5 0.2 0.0 0.087
C 1.28646 3.60910 -1.04159 1.3 0.8 -1.1 -0.056
C 2.08515 3.57268 0.21883 -2.8 0.8 1.9 -0.417
O 3.40608 3.84338 0.11726 2.7 0.8 -0.2 -0.039
H 0.38029 3.02634 -0.97097 -0.4 0.2 0.1 0.054
H 1.94966 3.14283 -1.74839 0.0 -0.3 -1.0 0.068
H 1.13500 4.66881 -1.37711 -0.2 -1.0 0.3 0.103
H 1.97477 2.64275 0.71925 -0.5 -1.2 0.4 0.055
H 1.52422 4.29559 0.83723 0.5 0.1 0.6 0.119
H 3.88336 3.66014 0.96080 -0.7 0.1 -0.8 0.084
C -1.61970 -2.58314 0.07725 1.5 -0.4 -0.9 -0.098
C -2.45640 -3.78937 0.23815 0.4 0.0 2.5 -0.353
O -2.85555 -4.24345 -0.98268 -1.9 -0.8 -0.9 -0.040
H -2.08903 -1.79566 -0.47880 -0.9 0.6 0.2 0.087
H -0.75472 -2.81215 -0.61078 -0.4 0.0 1.1 0.086
H -1.30841 -2.28375 1.06680 0.3 0.5 -0.1 0.058
H -3.25679 -3.62949 0.99554 -0.1 0.3 -0.9 0.115
H -1.92242 -4.61330 0.68847 0.9 -0.2 0.6 0.115
H -3.57510 -4.82917 -0.72754 -0.2 -0.3 -1.1 0.119
C -1.41835 1.46527 -4.34269 0.9 -0.7 -1.4 -0.046
C -1.28435 -0.01046 -3.94363 -0.7 1.7 0.2 -0.343
O -2.51407 -0.54453 -3.58650 -1.1 0.3 0.2 -0.059
H -2.11116 1.95648 -3.66763 0.1 0.1 0.1 0.053
H -1.76158 1.57855 -5.37441 -0.3 0.1 0.1 0.068
H -0.40686 1.92499 -4.32268 -0.6 -0.1 0.2 0.084
H -0.68071 0.07847 -3.10128 1.3 -0.3 1.9 0.051
H -0.79425 -0.73014 -4.55406 0.6 0.1 -1.4 0.087
H -2.32840 -1.47712 -3.45280 -0.6 -0.5 0.0 0.013
C 0.67707 0.09580 4.50776 1.4 2.3 0.3 -0.199
O -0.58617 -0.05199 5.05904 -1.4 -0.7 -0.4 -0.101
H 0.88970 -0.16894 3.44459 -1.2 0.8 0.6 0.083
H 1.36015 -0.48189 5.03215 1.5 -1.8 1.1 0.048
H 1.00090 1.11967 4.86589 0.2 -0.5 -1.6 0.103
H -0.45254 0.15538 5.98683 -0.4 -0.1 0.1 0.090
C -0.69623 -3.24792 -3.20976 2.4 -0.9 -1.8 -0.191
O -2.06406 -3.15130 -3.20036 -0.5 0.2 -0.1 -0.091
H -0.22891 -4.11248 -2.69116 -0.7 0.2 0.3 0.099
H -0.13622 -2.34601 -2.91769 -0.4 0.0 0.0 0.056
H -0.48087 -3.46286 -4.26765 0.5 0.3 0.2 0.096
H -2.29157 -3.12152 -2.28337 -1.1 -0.3 0.9 0.022
C 3.34042 1.63502 2.89063 -0.8 0.0 0.8 -0.164
O 4.36384 2.55952 2.66816 2.1 -0.4 -0.9 -0.116
H 2.49050 2.27541 3.03547 -0.8 -0.1 -0.1 0.057
H 3.53745 1.20254 3.87733 -0.3 -0.7 -0.3 0.090
H 3.13010 0.91208 2.07053 0.3 0.3 0.6 0.085
H 5.19053 2.02977 2.66642 -0.5 0.9 0.0 0.107
C -0.50163 2.73124 2.73881 2.6 2.4 -1.5 -0.125
O -0.67940 2.30977 1.44808 -1.8 -0.3 -2.0 -0.141
H -1.04326 3.64250 2.80408 -1.0 0.6 0.7 0.089
H 0.54632 3.12289 2.66517 -0.3 -0.5 1.5 0.085
H -0.72941 1.99857 3.44109 -0.2 -1.0 1.5 0.041
H -0.03950 1.64750 1.23390 0.6 -0.8 -0.1 0.013
C 1.29510 -2.76659 1.64952 -1.1 -1.6 0.3 -0.134
O 2.14248 -2.16812 0.68021 -0.7 0.3 0.5 -0.119
H 1.85613 -3.28075 2.40667 0.6 0.0 0.6 0.079
H 0.66425 -3.58954 1.21147 0.3 1.0 0.1 0.095
H 0.63814 -2.05265 2.18631 0.5 -0.1 -0.7 0.080
H 2.72107 -2.85885 0.38477 0.6 -0.3 -0.4 0.094
C 3.60750 0.50837 -0.74869 -1.0 -0.3 -1.8 -0.192
O 4.86517 1.05317 -0.73701 1.7 0.3 0.5 -0.077
H 3.27661 0.59649 -1.80507 -0.2 -0.6 0.7 0.101
H 2.93885 1.06765 -0.15647 -1.0 0.9 0.6 0.026
H 3.57119 -0.49273 -0.33514 0.0 -0.6 -0.3 0.068
H 5.05235 1.14248 0.19569 0.7 0.4 0.2 0.060
C 0.17145 0.03028 -0.49891 -0.2 0.2 -0.3 -0.133
O 0.77739 0.19336 0.76395 0.4 -1.4 0.6 -0.152
H -0.88911 0.17512 -0.40565 -0.5 0.8 -0.2 0.073
H 0.23501 -0.94002 -0.94514 0.6 -0.9 0.2 0.054
H 0.70219 0.66955 -1.16702 -0.3 0.8 -0.8 0.072
H 1.21712 -0.66087 0.91528 0.2 0.8 0.1 0.028
C -2.96746 2.40000 -0.93779 2.4 1.2 -0.1 -0.153
O -2.85275 3.35685 0.09984 -0.9 0.7 -0.6 -0.122
H -3.27266 1.50184 -0.52217 -1.6 -1.9 0.5 0.033
H -1.94539 2.10612 -1.28802 -0.5 0.6 -0.3 0.067
H -3.56371 2.79445 -1.75854 -0.1 -0.2 0.2 0.088
H -2.06812 3.14000 0.59612 0.6 -0.3 0.3 0.011
C 1.90218 -1.38673 -4.56263 -0.2 2.6 -1.3 -0.160
O 1.72699 -0.90007 -3.25863 0.4 -1.7 1.5 -0.143
H 2.26218 -0.50589 -5.09541 -0.4 0.2 -0.6 0.090
H 1.00267 -1.72399 -5.07651 0.0 -0.4 0.3 0.067
H 2.73587 -2.00387 -4.67729 1.0 -1.8 0.1 0.066
H 2.13417 -1.59654 -2.69456 -0.6 1.0 -0.1 0.095
```
Forces are in eV/Å.

Values from the calculation:
Energy above the lowest of the compared OMol25 structures with the same formula, charge and spin = 523.3 kJ/mol
Calculated total energy = -1661.482691 hartree
HOMO level = -9.192 eV
Spin multiplicity = 1
Orbital gap = 8.96 eV
Charge = 0